DFT (ωB97M-V with the def2-TZVPD basis set) results for C38H49MgN3O5PSSb as an isolated structure at a distorted geometry.

```
99
Properties=species:S:1:pos:R:3:forces:R:3
Mg -0.5237 -1.1686 0.3271 -0.818 -0.069 0.768
N -2.3925 -0.1269 1.0612 0.094 -0.234 0.048
C -2.9993 -1.0091 2.0871 0.073 0.119 -0.136
C -2.2568 -2.3521 2.1706 0.352 0.148 -0.176
O -2.8452 -3.3537 2.5257 -0.055 -0.053 0.104
O -1.0027 -2.2573 1.8546 -0.184 -0.371 0.326
H -2.1582 0.7881 1.4303 -0.051 -0.003 -0.017
H -3.0229 0.0502 0.2867 -0.027 -0.005 0.053
H -4.0551 -1.1917 1.9024 -0.044 0.013 -0.011
H -2.9041 -0.5422 3.0687 -0.062 0.009 0.026
O -0.2575 -0.9014 -2.5269 -0.014 -0.123 0.125
S 0.5432 0.1006 -1.8528 0.168 0.083 -0.546
O 1.9129 -0.2925 -1.6116 -0.056 0.200 -0.133
O -0.1314 0.5410 -0.5895 0.223 -0.256 -0.197
C 0.5088 1.5398 -2.8647 0.063 0.080 0.038
C 1.6947 1.9173 -3.4719 0.003 0.134 -0.038
C 1.7190 3.0378 -4.2917 -0.013 -0.028 0.044
C 0.5574 3.7666 -4.4794 -0.047 -0.031 0.034
C -0.6258 3.3733 -3.8622 -0.033 0.067 -0.121
C -0.6855 2.2463 -3.0497 -0.094 0.114 0.152
P -2.2906 1.7396 -2.2459 0.311 -0.134 -0.013
C -3.4825 2.5781 -3.3440 -0.098 -0.069 -0.076
C -4.1470 3.7637 -3.0539 0.009 0.131 -0.032
C -5.0816 4.2814 -3.9435 0.013 -0.008 0.003
C -5.3576 3.6204 -5.1303 0.019 -0.043 -0.012
C -4.6995 2.4319 -5.4292 -0.004 0.041 0.040
C -3.7757 1.9114 -4.5376 -0.046 0.057 0.023
C -2.3115 2.7763 -0.7355 -0.038 -0.016 0.016
C -3.4949 2.7958 0.0090 0.017 0.063 -0.002
C -3.5649 3.4673 1.2207 0.033 -0.008 -0.006
C -2.4389 4.1112 1.7221 -0.012 -0.031 -0.012
C -1.2533 4.0781 1.0022 -0.006 -0.023 -0.025
C -1.1898 3.4179 -0.2198 0.001 0.070 0.011
H 2.5874 1.3360 -3.2867 -0.006 -0.011 0.001
H 2.6414 3.3401 -4.7704 -0.010 -0.010 0.004
H 0.5652 4.6494 -5.1061 -0.016 -0.007 0.004
H -1.5239 3.9547 -4.0281 0.018 0.007 -0.003
H -3.9324 4.2959 -2.1348 -0.015 -0.017 -0.037
H -5.5933 5.2054 -3.7054 0.005 -0.002 -0.004
H -6.0885 4.0248 -5.8190 0.008 -0.010 0.004
H -4.9203 1.9013 -6.3466 0.012 0.019 0.001
H -3.2754 0.9765 -4.7672 -0.016 -0.009 0.020
H -4.3749 2.2823 -0.3674 0.002 0.015 0.000
H -4.4936 3.4808 1.7778 0.011 0.001 -0.015
H -2.4872 4.6329 2.6697 0.002 -0.015 -0.014
H -0.3692 4.5684 1.3905 -0.006 -0.004 -0.006
H -0.2540 3.3973 -0.7645 -0.022 -0.003 -0.003
N -4.6291 -2.9933 -4.4695 0.017 -0.005 0.007
C -3.8184 -3.2242 -3.6894 0.162 -0.045 0.176
C -2.7988 -3.5071 -2.7065 -0.252 -0.037 -0.217
C -2.0963 -4.7071 -2.7185 -0.016 -0.063 -0.076
C -1.1303 -4.9174 -1.7556 -0.021 -0.013 0.028
C -0.8959 -3.9209 -0.8239 -0.166 0.071 0.139
N -1.5552 -2.7576 -0.8214 0.195 -0.041 -0.419
C -2.4941 -2.5602 -1.7451 0.164 0.198 0.146
H -2.3115 -5.4529 -3.4719 0.000 0.001 0.010
H -0.5666 -5.8381 -1.7189 0.006 0.011 -0.002
H -0.1686 -4.0554 -0.0313 0.014 0.022 0.007
H -3.0000 -1.6020 -1.7422 0.062 0.028 -0.025
C 3.3400 -3.5057 0.2838 0.091 -0.045 -0.045
C 3.8789 -2.2469 0.9718 -0.069 -0.053 -0.098
C 4.5202 -1.3619 -0.0992 -0.001 -0.037 -0.046
C 4.9248 -2.6284 2.0133 0.060 -0.112 -0.048
Sb 2.1180 -1.2556 1.8016 0.102 0.348 0.148
C 1.8605 -2.1312 3.8075 -0.065 -0.025 -0.014
C 1.5225 -3.6054 3.5561 -0.009 0.008 0.119
C 0.6630 -1.4496 4.4872 0.051 -0.078 0.056
C 3.0444 -2.0310 4.7676 0.008 -0.044 0.030
C 2.8141 0.7878 2.2310 0.028 -0.044 -0.053
C 2.7855 1.5787 0.9193 -0.033 0.062 0.047
C 1.8093 1.4204 3.1952 0.062 0.096 0.031
C 4.2141 0.8701 2.8368 -0.029 0.116 0.007
H 4.1725 -4.0629 -0.1640 -0.029 0.015 0.007
H 2.6445 -3.2492 -0.5199 0.016 0.017 -0.005
H 2.8300 -4.1768 0.9778 0.003 0.002 0.000
H 5.2821 -1.9552 -0.6211 -0.006 0.025 0.017
H 5.0241 -0.4959 0.3268 0.030 0.034 0.042
H 3.8008 -1.0120 -0.8400 0.062 -0.071 0.076
H 5.8273 -2.9757 1.4939 -0.028 -0.017 0.037
H 4.5826 -3.4455 2.6500 -0.001 0.025 0.002
H 5.2136 -1.7938 2.6532 0.001 0.003 -0.036
H 0.6282 -3.7141 2.9404 -0.006 0.029 -0.001
H 1.3240 -4.0952 4.5175 0.006 0.001 -0.025
H 2.3504 -4.1405 3.0847 0.005 0.015 0.034
H -0.1675 -1.2830 3.8086 -0.091 -0.019 -0.089
H 0.9447 -0.5006 4.9442 -0.027 -0.083 -0.020
H 0.3020 -2.1042 5.2900 0.025 0.031 -0.018
H 3.8746 -2.6765 4.4899 0.016 0.019 -0.027
H 2.7044 -2.3463 5.7622 0.027 -0.031 -0.032
H 3.4212 -1.0138 4.8696 -0.066 -0.011 0.041
H 1.7707 1.6702 0.5259 0.036 -0.033 0.030
H 3.4002 1.1320 0.1393 0.004 0.005 0.006
H 3.1660 2.5902 1.1149 -0.021 -0.023 -0.012
H 0.7713 1.2443 2.8977 0.004 0.010 -0.024
H 1.9641 2.5070 3.2112 0.006 -0.034 0.013
H 1.9363 1.0563 4.2152 0.014 0.032 -0.055
H 4.9854 0.5270 2.1499 0.016 -0.019 -0.048
H 4.3129 0.3048 3.7618 -0.005 0.013 -0.013
H 4.4341 1.9200 3.0723 0.006 -0.034 -0.018
```
Positions in Å, forces in eV/Å.

The value obtained for the gap between HOMO and LUMO is 8.1 eV. Its total energy is -87019.352 eV. The energy above the lowest of the compared OMol25 structures with the same formula, charge and spin is 90.2 kJ/mol.

DFT (ωB97M-V with the def2-TZVPD basis set) results for a 2-piece molecular cluster, C38H50BF3O2 overall at a distorted geometry.

```
94
Properties=species:S:1:pos:R:3:forces:R:3
C 0.0892 7.7487 3.6332 0.048 0.184 0.156
C 0.0062 6.5361 2.7563 -0.136 -0.418 -0.206
C -1.2335 6.0058 2.3990 0.344 0.096 -0.020
C -1.3541 4.9166 1.5350 0.379 0.087 0.137
C -2.7714 4.5345 1.1981 -0.551 -0.091 0.027
C -0.1922 4.2938 1.0270 -0.235 0.116 0.170
C -0.2752 3.1332 0.0275 0.489 -0.085 -0.166
C -0.8791 3.6180 -1.3108 0.062 -0.155 -0.169
C -0.9714 1.8416 0.5698 -0.614 0.299 -0.296
C -0.1383 0.8708 1.3027 -0.099 0.375 0.946
C -0.5969 0.0459 2.3607 -0.114 -0.189 0.301
C 0.1288 -0.0417 3.6105 0.262 -0.488 -0.052
C 1.2576 0.8931 3.9304 0.246 0.134 0.118
C -0.2882 -0.9177 4.6008 0.109 0.285 -0.216
C -1.4019 -1.7507 4.4376 0.284 -0.083 -0.467
C -1.7310 -2.7792 5.4745 -0.340 0.005 0.102
C -2.1767 -1.5871 3.2833 0.034 0.007 -0.132
C -1.8319 -0.6933 2.2739 -0.437 0.559 0.438
C -2.8085 -0.5036 1.1566 -0.401 -0.325 -0.359
C 1.0660 4.8353 1.3736 -0.230 -0.149 0.055
C 2.3486 4.2889 0.7983 0.300 -0.003 0.021
C 1.1517 5.9238 2.2432 -0.286 0.086 -0.034
H 1.1344 8.0205 3.8001 -0.153 0.057 0.063
H -0.4200 8.6028 3.1691 0.126 -0.155 0.072
H -0.3897 7.5784 4.6050 0.116 0.007 -0.154
H -2.1444 6.4747 2.7831 0.247 -0.108 -0.131
H -2.8745 3.8270 0.3766 -0.008 0.084 0.206
H -3.2864 4.1114 2.0748 0.163 0.052 -0.188
H -3.3380 5.4381 0.9220 0.187 -0.306 0.038
H 0.7524 2.8270 -0.2018 -0.158 0.093 -0.032
H -0.2845 4.4586 -1.6973 -0.135 -0.234 0.163
H -0.8509 2.8176 -2.0650 -0.020 0.161 0.191
H -1.9137 3.9719 -1.2191 0.366 -0.149 -0.058
H -1.8300 2.1481 1.1892 0.230 -0.484 -0.205
H -1.3683 1.2777 -0.2957 -0.030 0.196 0.064
H 0.9364 0.8711 1.0685 -0.236 0.213 0.401
H 1.6140 0.6964 4.9496 -0.022 0.078 -0.331
H 2.1041 0.7567 3.2490 -0.054 0.057 -0.024
H 0.9488 1.9487 3.8873 0.044 -0.318 -0.078
H 0.2633 -0.9611 5.5447 -0.138 0.084 -0.349
H -2.6400 -3.3223 5.2061 0.134 0.042 0.070
H -0.9262 -3.5139 5.6147 -0.084 0.286 -0.204
H -1.8894 -2.2887 6.4409 0.016 -0.079 -0.069
H -3.0975 -2.1689 3.1749 0.413 0.154 -0.022
H -3.6323 -1.2152 1.2861 0.209 0.161 -0.130
H -3.2533 0.5027 1.1504 0.239 -0.279 0.087
H -2.3689 -0.6912 0.1700 -0.029 0.043 0.131
H 3.1916 4.8913 1.1547 -0.139 -0.160 -0.107
H 2.5405 3.2516 1.1064 -0.047 0.166 -0.117
H 2.3599 4.3265 -0.2999 -0.013 -0.054 0.252
H 2.1366 6.3204 2.5071 -0.306 -0.104 -0.125
C 2.5770 -1.0302 -4.8166 -0.076 0.134 -0.196
C 2.1421 -1.1309 -3.3509 -0.712 0.143 -0.068
C 3.1273 -0.3588 -2.4870 -0.057 0.225 0.000
C 0.5668 -0.7368 -3.1867 0.492 -0.273 -0.292
C 0.2347 -0.3796 -1.7344 0.127 0.147 0.505
C 0.0366 0.3238 -4.1485 0.201 0.143 0.131
O -0.0945 -1.9417 -3.4945 0.177 1.875 0.213
B 0.8366 -2.9882 -3.1548 -0.759 -3.360 -1.133
C 0.2499 -3.8606 -1.8742 0.845 1.076 -0.806
C -1.0918 -4.2101 -1.8846 -0.565 -0.585 0.717
C -1.6535 -4.9129 -0.8144 0.093 0.390 -0.615
C -0.8573 -5.2358 0.2719 -0.319 -0.373 0.552
C -1.4455 -5.9450 1.4632 0.156 -0.046 -0.299
F -0.7661 -7.0924 1.7590 -0.548 0.663 0.108
F -1.3891 -5.1561 2.5916 -0.089 -0.526 -0.313
F -2.7548 -6.2798 1.2973 0.771 0.122 0.259
C 0.4893 -4.9041 0.2895 0.517 0.330 -0.352
C 1.0479 -4.2067 -0.7915 -0.490 -0.631 0.850
C 0.8077 -3.9524 -4.5237 -0.333 0.791 0.708
C 2.0523 -4.6039 -5.0134 0.628 -0.219 -0.512
C 0.9313 -5.4274 -4.4684 -0.211 -0.934 -0.269
O 2.1636 -2.4754 -2.9279 0.160 1.137 0.574
H 2.7408 0.0168 -5.1037 -0.061 -0.109 -0.004
H 3.5230 -1.5668 -4.9526 -0.189 0.021 0.084
H 1.8306 -1.4643 -5.4940 0.207 -0.017 0.216
H 3.1325 0.7070 -2.7434 0.002 -0.031 0.071
H 2.9003 -0.4826 -1.4246 0.022 0.018 -0.073
H 4.1334 -0.7555 -2.6659 -0.157 0.055 0.046
H 0.5607 0.6375 -1.4697 0.046 -0.047 -0.092
H -0.8526 -0.4549 -1.5878 0.139 0.023 -0.178
H 0.7061 -1.0891 -1.0335 -0.108 0.088 -0.266
H 0.4941 1.3024 -3.9549 -0.036 -0.031 -0.081
H 0.2320 0.0355 -5.1868 -0.038 0.069 0.262
H -1.0509 0.4115 -4.0280 0.171 -0.019 0.041
H -1.7308 -3.9497 -2.7263 0.236 0.014 0.038
H -2.6934 -5.2077 -0.8466 -0.046 0.005 0.102
H 1.1145 -5.1901 1.1282 -0.073 -0.014 0.071
H 2.1059 -3.9467 -0.7690 -0.210 0.021 -0.127
H 0.1447 -3.5758 -5.3083 0.118 -0.094 0.119
H 2.2224 -4.6434 -6.0924 0.125 -0.037 0.319
H 2.9463 -4.5410 -4.3923 -0.142 0.187 -0.239
H 1.0978 -5.8890 -3.4977 -0.169 -0.030 -0.111
H 0.3607 -6.0199 -5.1845 0.120 -0.054 0.267
```
Positions in Å, forces in eV/Å.

The value obtained for the gap between HOMO and LUMO is 3.1 eV. Its total energy is -53140.291 eV.